Computed, not measured: an isolated molecule of C5H14N2 in a non-equilibrium geometry, with the ωB97M-V functional and the def2-TZVPD basis.

Summary:
HOMO energy = -8.04 eV
Strongest force on any atom = 4.2 eV/A
E = -308.326431 Eh
Gap between HOMO and LUMO = 9.124 eV
Multiplicity = 1
Energy relative to the best compared isomer or geometry (same formula, charge and spin) = 2.629 eV
LUMO level = 1.1 eV
Net charge = 0

Each line ends with the natural charge from an NBO analysis.
CARTESIAN COORDINATES (ANGSTROEM)
N: 1.66946 -0.51781 0.79116  -0.87
C: -0.36922 -2.62900 -0.15369  -0.61
C: -0.06395 -1.28720 -0.83776  -0.41
C: 0.35223 -0.30390 0.15454  -0.09
C: 0.41409 1.03231 -0.59913  -0.22
N: -0.78495 1.79566 -0.36385  -0.66
C: -1.00928 2.40202 0.87083  -0.42
H: 2.20205 -1.16057 0.34130  0.36
H: 2.08102 0.30723 1.20106  0.38
H: -1.38897 -2.50508 0.39121  0.22
H: -0.44420 -3.44980 -0.98825  0.20
H: 0.50464 -2.95177 0.38022  0.22
H: 0.67826 -1.39356 -1.60569  0.20
H: -0.86796 -0.89221 -1.48102  0.21
H: -0.34258 -0.32592 1.02412  0.19
H: 1.34453 1.72165 -0.56096  0.20
H: 0.50776 0.81490 -1.72055  0.19
H: -1.52232 1.38443 -0.81796  0.36
H: -0.67228 1.67113 1.66746  0.16
H: -0.36297 3.30595 1.24686  0.18
H: -1.92536 2.98154 1.06011  0.22

Computed, not measured: a structure of composition C21H26ClInO3P2 in a non-equilibrium geometry, with the ωB97M-V functional and the def2-TZVPD basis.

Summary:
HOMO energy = -14.92 eV
Strongest force on any atom = 2.8 eV/A
E = -2374.021272 Eh
Gap between HOMO and LUMO = 6.750 eV
Multiplicity = 1
LUMO level = -8.2 eV
Net charge = +2

Each line ends with the natural charge from an NBO analysis.
CARTESIAN COORDINATES (ANGSTROEM)
In: 0.52159 -0.40258 1.56887  1.53
Cl: 1.14248 1.37885 3.09000  -0.52
P: 0.57905 0.64860 -0.68712  0.95
C: -0.77664 -0.15515 -1.59404  -0.42
C: -0.52385 -1.05894 -2.64518  -0.19
C: -1.60000 -1.70712 -3.26089  -0.20
C: -2.90494 -1.49115 -2.80643  -0.10
C: -3.14523 -0.62903 -1.73669  -0.21
C: -2.08630 0.03775 -1.12957  -0.21
C: 0.35854 2.43763 -0.95283  -0.31
C: 1.16042 3.33076 -0.22752  -0.20
C: 0.99349 4.70971 -0.37565  -0.18
C: 0.00209 5.20925 -1.23079  -0.14
C: -0.80693 4.32683 -1.95106  -0.20
C: -0.61534 2.94570 -1.83559  -0.21
C: 2.15183 0.24017 -1.49707  -0.31
C: 3.17818 -0.36167 -0.75233  -0.21
C: 4.40011 -0.63238 -1.36205  -0.18
C: 4.60141 -0.30561 -2.70334  -0.15
C: 3.57604 0.28924 -3.44887  -0.18
C: 2.34767 0.57074 -2.84782  -0.21
H: 1.90635 2.93229 0.45513  0.23
H: 1.64628 5.39452 0.15753  0.24
H: -0.12217 6.29266 -1.35169  0.25
H: -1.57285 4.71464 -2.63204  0.25
H: -1.22816 2.25892 -2.41455  0.24
H: 0.50791 -1.25668 -2.95405  0.24
H: -1.41596 -2.37610 -4.10828  0.25
H: -3.74145 -1.97537 -3.31193  0.24
H: -4.15538 -0.45958 -1.38687  0.24
H: -2.25347 0.69663 -0.28238  0.22
H: 2.98948 -0.58981 0.30065  0.18
H: 5.19431 -1.10033 -0.78519  0.24
H: 5.55988 -0.52452 -3.17067  0.25
H: 3.72647 0.53518 -4.49941  0.25
H: 1.54547 1.04842 -3.41772  0.24
H: 0.39479 -4.81122 -3.17804  0.00
H: 1.16225 -4.74478 -3.13033  0.00
C: -2.39239 0.26209 3.35601  -0.26
O: -1.61702 -0.58883 2.46620  -0.90
P: -1.61478 -2.30944 2.37736  1.74
O: -2.26256 -2.83473 3.74944  -0.82
C: -2.46927 -2.30961 5.09884  -0.26
O: 0.09514 -2.28436 2.74237  -0.87
C: 0.61350 -2.47624 4.08019  -0.28
H: -3.45398 -0.00054 3.25443  0.21
H: -2.23009 1.29657 3.03063  0.23
H: -2.12083 0.16451 4.41869  0.21
H: -1.55440 -1.90913 5.54733  0.20
H: -3.28356 -1.57162 5.09507  0.21
H: -2.75855 -3.19786 5.68186  0.24
H: 0.57752 -1.58223 4.70920  0.21
H: 0.10655 -3.32612 4.52501  0.23
H: 1.66727 -2.74889 3.96321  0.23

Computed, not measured: a structure of composition C21H21N3O3PPd in a non-equilibrium geometry, with the ωB97M-V functional and the def2-TZVPD basis.

Summary:
HOMO energy (spin up / spin down) = -17.99 / -17.89 eV
Strongest force on any atom = 1.3 eV/A
E = -1671.100171 Eh
Gap between HOMO and LUMO (spin up / spin down) = 5.623 / 5.537 eV
Multiplicity = 1
Energy relative to the best compared isomer or geometry (same formula, charge and spin) = 0.842 eV
LUMO level (spin up / spin down) = -12.4 / -12.4 eV
Net charge = +3

Each line ends with the natural charge from an NBO analysis.
CARTESIAN COORDINATES (ANGSTROEM)
Pd: -1.20688 -0.05319 -0.20652  0.72
C: -1.51977 -4.44778 -0.33408  -0.24
C: -1.84002 -3.09886 -0.19040  0.14
N: -1.04693 -2.10326 -0.60121  -0.50
C: 0.10783 -2.41261 -1.24755  0.30
C: 0.49482 -3.74152 -1.43139  -0.19
C: -0.33152 -4.77453 -0.93166  -0.03
C: 1.66551 -4.02358 -2.17260  0.11
C: 2.39486 -3.02498 -2.80968  -0.24
C: 2.01791 -1.71169 -2.66321  -0.06
C: 0.91549 -1.34247 -1.83631  0.08
N: 0.49751 -0.10979 -1.55937  -0.33
C: 0.96596 1.12388 -1.78201  0.07
C: 2.26745 1.47769 -2.22831  -0.06
C: 2.61393 2.79138 -2.45675  -0.22
C: 1.68065 3.79574 -2.23711  0.04
C: 0.38979 3.52017 -1.72615  -0.16
C: -0.54639 4.54775 -1.46324  -0.02
C: -1.77161 4.21977 -0.94904  -0.24
C: -2.03942 2.87829 -0.66898  0.14
N: -1.16881 1.89436 -0.90179  -0.48
C: 0.03900 2.19973 -1.44829  0.31
H: -2.20487 -5.20550 0.01952  0.28
H: -2.77597 -2.80224 0.26171  0.24
H: -0.03183 -5.80910 -1.05104  0.27
H: 1.97547 -5.05846 -2.27833  0.25
H: 3.23812 -3.28354 -3.43521  0.28
H: 2.54518 -0.96186 -3.23377  0.24
H: 3.02277 0.71911 -2.36688  0.24
H: 3.60952 3.03915 -2.79681  0.28
H: 1.95267 4.82816 -2.43110  0.26
H: -0.28759 5.57841 -1.67647  0.27
H: -2.52412 4.97074 -0.75348  0.28
H: -2.99202 2.58027 -0.25295  0.24
C: -2.56839 -0.96257 3.68431  -0.25
O: -1.66316 0.13274 3.30930  -0.83
P: -0.80402 0.24227 2.03327  2.03
O: 0.34432 -0.81276 2.10670  -0.85
C: 1.11982 -1.05665 3.33773  -0.26
O: -0.18551 1.66740 2.08886  -0.85
C: -0.44780 2.70725 3.10098  -0.24
H: -2.71850 -0.86528 4.75150  0.25
H: -2.10203 -1.91662 3.44945  0.19
H: -3.50527 -0.83017 3.15324  0.21
H: 1.30274 -2.12355 3.37940  0.22
H: 0.55928 -0.73619 4.21205  0.21
H: 2.05116 -0.50548 3.25911  0.22
H: 0.35655 3.42368 2.98816  0.22
H: -0.43643 2.27136 4.09383  0.22
H: -1.40939 3.16497 2.89253  0.20

Computed, not measured: a structure of composition C5H7LiO3Sn in a non-equilibrium geometry, with the ωB97M-V functional and the def2-TZVPD basis.

Summary:
HOMO energy = -17.13 eV
Strongest force on any atom = 5.4 eV/A
E = -641.481540 Eh
Gap between HOMO and LUMO = 8.520 eV
Multiplicity = 1
Energy relative to the best compared isomer or geometry (same formula, charge and spin) = 1.206 eV
LUMO level = -8.6 eV
Net charge = +2

Each line ends with the natural charge from an NBO analysis.
CARTESIAN COORDINATES (ANGSTROEM)
C: 2.90717 2.86796 -0.30320  0.14
C: 3.37781 2.58343 -1.46129  -0.40
H: 3.21638 2.41300 0.63571  0.27
H: 4.28841 2.87545 -1.97016  0.32
H: 2.69273 1.21210 -1.51509  0.41
O: 1.07571 2.23943 -0.07322  -0.66
Sn: 1.07980 -1.69698 -0.42931  1.47
O: 1.67759 0.20584 -0.79037  -0.82
C: 0.87231 0.98006 -0.16034  1.01
O: -0.38203 0.64901 -0.07739  -0.56
C: -0.73944 -0.82525 -0.02910  -0.50
C: -1.93468 -1.00421 -0.94024  -0.66
H: -1.05760 -0.91982 1.01891  0.26
H: -2.82795 -0.46783 -0.57866  0.25
H: -2.17649 -2.07715 -0.96235  0.27
H: -1.73138 -0.69482 -1.97454  0.23
Li: -1.01182 2.65400 -0.24286  0.98

Computed, not measured: a cluster of 2 separate species, C22H42ClFN2O7P2Si2 in total in a non-equilibrium geometry, with the ωB97M-V functional and the def2-TZVPD basis.

Summary:
HOMO energy = -5.10 eV
Strongest force on any atom = 9.1 eV/A
E = -3320.806947 Eh
Gap between HOMO and LUMO = 1.607 eV
Multiplicity = 1
LUMO level = -3.5 eV
Net charge = 0

Each line ends with the Mulliken charge.
CARTESIAN COORDINATES (ANGSTROEM)
C: -3.23786 1.43750 -2.45911  -0.85
C: -3.53599 0.22064 -1.42605  -0.18
C: -3.08486 0.43445 0.12739  -0.67
N: -2.06087 1.51415 0.38331  0.40
C: -0.64255 1.20445 -0.14374  0.01
Cl: -0.18690 -0.40425 -1.01699  -0.02
C: 0.64477 2.23998 0.03795  -0.14
C: 2.16924 1.90067 -0.50138  -0.53
C: 2.77677 0.84675 0.80275  0.14
C: 4.42177 0.33468 0.58585  -0.67
O: 3.10097 -0.62466 0.38626  -0.20
C: 0.33618 3.63894 0.82795  -0.09
C: 1.58740 4.71958 1.07328  -0.18
O: 2.61333 4.23856 1.80567  -0.42
O: 1.49426 6.08910 0.53249  -0.04
P: 2.98981 6.62224 -0.18047  0.81
O: 3.32560 5.95832 -1.59054  -0.59
O: 4.38371 6.51909 0.86413  -0.40
O: 2.77762 8.35446 -0.51414  -0.49
C: -1.20065 3.95616 1.41393  0.41
P: -1.33828 5.60324 2.34483  0.20
C: -0.49489 5.25229 4.06742  -0.88
O: -2.94910 6.08250 2.75495  -0.45
C: -2.37276 2.83480 1.12562  0.53
C: -3.87753 3.20144 1.69168  -1.02
C: -4.70144 4.28477 0.74480  -0.45
C: -5.09175 3.70812 -0.74500  0.05
F: -6.09941 4.68414 -1.30642  -0.37
H: -4.28594 1.91289 -2.77249  0.24
H: -2.58527 2.32037 -2.06452  0.16
H: -2.75856 1.03413 -3.44809  0.33
H: -2.95215 -0.73773 -1.83202  0.17
H: -4.70193 -0.03661 -1.44865  0.32
H: -4.06541 0.49745 0.76087  0.26
H: -2.57517 -0.59179 0.46801  0.28
H: 2.89430 2.81988 -0.51094  0.26
H: 2.20452 1.25519 -1.47644  0.38
H: 2.39385 1.09226 1.97214  0.21
H: 4.77777 0.06677 -0.49732  0.31
H: 4.69431 -0.31469 1.54920  0.32
H: 4.22497 7.21064 1.57919  0.33
H: 2.31139 8.71526 0.29688  0.33
H: 0.01069 4.18606 4.00796  0.25
H: 0.39143 6.03114 4.25089  0.29
H: -1.32238 5.32500 4.89010  0.36
H: -2.88242 6.84065 3.41407  0.34
H: -4.59705 2.29019 1.82428  0.41
H: -3.69812 3.60337 2.80253  0.40
H: -4.14224 5.29769 0.57740  0.24
H: -5.74188 4.49153 1.29368  0.33
H: -4.12143 3.86657 -1.41837  0.10
H: -5.49709 2.61088 -0.76035  0.18
C: -0.40046 -4.13335 0.90846  -0.53
Si: 0.70031 -4.87216 -0.43938  0.14
C: 2.21621 -3.77857 -0.58218  -0.49
C: -0.25515 -4.78102 -2.04984  -0.86
N: 1.08507 -6.50489 0.02505  -0.24
Si: 2.09238 -7.51456 -0.97294  0.21
C: 3.82035 -6.82310 -1.19763  -1.04
C: 1.35135 -7.83484 -2.66520  -1.04
C: 2.26522 -9.18925 -0.11134  -1.02
H: -0.67038 -3.10364 0.65307  -0.18
H: -1.32136 -4.71340 1.01533  0.25
H: 0.12053 -4.12434 1.87068  0.26
H: 1.91855 -2.72641 -0.63519  -0.15
H: 2.78918 -4.00095 -1.48499  0.34
H: 2.87065 -3.89945 0.28644  0.26
H: -1.08315 -5.49579 -2.05545  0.25
H: 0.38656 -4.98297 -2.91097  0.30
H: -0.67501 -3.77882 -2.18295  0.18
H: 3.82746 -5.97135 -1.88210  0.31
H: 4.48000 -7.58715 -1.62053  0.36
H: 4.24382 -6.50573 -0.23999  0.26
H: 0.29876 -8.12200 -2.58401  0.26
H: 1.88526 -8.65103 -3.16208  0.36
H: 1.42522 -6.95640 -3.31067  0.31
H: 1.28533 -9.65790 0.02025  0.25
H: 2.73003 -9.07048 0.87191  0.25
H: 2.89047 -9.85966 -0.70814  0.28

Computed, not measured: a structure of composition C8H18BrNOSi2 in a non-equilibrium geometry, with the ωB97M-V functional and the def2-TZVPD basis.

Summary:
HOMO energy = -9.67 eV
Strongest force on any atom = 1.5 eV/A
E = -3598.720732 Eh
Gap between HOMO and LUMO = 10.398 eV
Multiplicity = 1
LUMO level = 0.7 eV
Net charge = 0

Each line ends with the natural charge from an NBO analysis.
CARTESIAN COORDINATES (ANGSTROEM)
C: -0.11270 -2.91474 1.47761  -0.15
C: -0.53489 -1.91629 0.95870  -0.53
Si: -0.93703 -0.23838 0.25301  1.65
O: 0.35887 0.21653 -0.74294  -1.23
Si: 1.90159 -0.04138 -0.15766  1.69
Br: 2.02377 0.52600 2.02446  -0.34
N: 3.08771 0.74711 -1.15696  -1.05
C: 3.97430 1.73356 -0.49782  -0.22
C: 5.16823 1.13489 0.24572  -0.63
C: -2.54092 -0.33591 -0.70520  -0.68
C: -2.73676 -1.73507 -1.35128  -0.60
C: -3.74385 -0.11948 0.24233  -0.39
C: -3.99636 1.36345 0.57725  -0.61
H: 0.50600 -3.69719 1.82152  0.23
H: -1.04289 0.75871 1.33168  -0.19
H: 2.16905 -1.48695 -0.21427  -0.23
H: 3.70746 0.02266 -1.50262  0.38
H: 3.41493 2.39028 0.16226  0.20
H: 4.37048 2.39482 -1.27182  0.19
H: 5.92799 1.91284 0.33560  0.21
H: 5.63463 0.29998 -0.27556  0.20
H: 4.91516 0.85262 1.26338  0.22
H: -2.54467 0.40898 -1.50290  0.23
H: -1.91217 -2.02253 -1.99715  0.21
H: -2.91613 -2.45285 -0.55341  0.21
H: -3.66150 -1.68312 -1.92744  0.20
H: -3.58237 -0.69147 1.15640  0.20
H: -4.62839 -0.49452 -0.27175  0.20
H: -3.40723 1.60965 1.46085  0.21
H: -5.02991 1.48091 0.89385  0.21
H: -3.73302 2.03849 -0.23011  0.21